1.
DFT (the ωB97M-V functional and the def2-TZVPD basis) results for a molecular structure, C28H32N5O3RuSSe2.

The geometry in ORCA input format:
```
! RIJCOSX wB97M-V def2-TZVPD def2/J DEFGRID3
* xyz 0 2
Ru -0.704 0.313 -0.607
N 3.149 2.114 -0.041
C 2.090 1.526 -0.590
N 1.098 1.034 0.091
C 1.088 1.153 1.477
N 0.056 0.810 2.189
N -0.963 0.374 1.378
C -2.110 0.066 1.849
C -3.103 -0.345 0.854
C -4.383 -0.750 1.190
C -5.257 -1.126 0.182
C -4.829 -1.077 -1.133
C -3.536 -0.653 -1.403
N -2.694 -0.299 -0.438
C 2.281 1.677 2.130
C 2.423 1.709 3.521
C 3.564 2.231 4.088
C 4.582 2.738 3.272
C 4.461 2.713 1.900
C 3.307 2.176 1.330
H 3.870 2.471 -0.645
H 2.047 1.448 -1.669
H -2.328 0.120 2.909
H -4.682 -0.770 2.229
H -6.261 -1.448 0.423
H -5.480 -1.352 -1.949
H -3.149 -0.578 -2.411
H 1.619 1.319 4.129
H 3.674 2.255 5.163
H 5.476 3.151 3.720
H 5.247 3.099 1.263
O 2.479 -2.104 -4.104
C 1.792 -2.353 -2.876
C 0.309 -2.615 -3.125
C 0.207 -3.814 -4.087
O -1.130 -4.207 -4.376
C -0.398 -3.007 -1.822
Se 0.024 -2.002 -0.191
C -0.354 -1.425 -3.816
Se -0.207 0.344 -2.990
H 2.776 -1.192 -4.103
H 1.902 -1.515 -2.187
H 2.245 -3.227 -2.394
H 0.771 -4.655 -3.663
H 0.659 -3.556 -5.043
H -1.520 -4.555 -3.568
H -0.131 -4.036 -1.562
H -1.480 -2.975 -1.971
H -1.410 -1.643 -3.976
H 0.100 -1.294 -4.798
S -1.625 2.560 -0.753
C -0.238 3.622 -0.481
C 0.056 4.129 0.788
C 1.151 4.958 0.992
C 1.981 5.300 -0.069
C 1.703 4.799 -1.336
C 0.606 3.972 -1.541
H -0.593 3.866 1.616
H 1.351 5.345 1.984
H 2.822 5.964 0.087
H 2.336 5.066 -2.175
H 0.387 3.582 -2.527
C 5.399 -0.906 2.106
C 4.142 -1.110 1.301
C 3.071 -1.985 1.902
O 3.987 -0.575 0.225
H 5.863 -1.871 2.321
H 5.137 -0.457 3.069
H 6.095 -0.264 1.573
H 3.430 -2.553 2.760
H 2.670 -2.646 1.135
H 2.237 -1.353 2.220
*
```

Calculated values
HOMO energy (alpha / beta) ... -6.9 / -6.6 eV
Molecular weight ... 777.7 g/mol
HOMO-LUMO gap (alpha / beta) ... 5.90 / 5.39 eV
Energy relative to the best compared isomer or geometry (same formula, charge and spin) ... 4.1 kcal per mole
Expectation value of S² ... 0.7577

Atomic partial charges in e from the Löwdin method, atoms 1 to 6: 0.565 0.155 -0.154 -0.031 -0.290 0.126

2.
DFT (the ωB97M-V functional and the def2-TZVPD basis) results for a molecular structure, C30H29CuF5NO5P2STe in a non-equilibrium geometry.

The geometry in ORCA input format:
```
! RIJCOSX wB97M-V def2-TZVPD def2/J DEFGRID3
* xyz -1 2
Cu 2.626 0.846 -1.083
C -5.874 -1.127 0.778
S -5.410 0.605 1.084
C -3.692 0.434 1.688
C -2.645 -0.159 0.735
C -1.223 0.103 1.235
N -0.199 0.092 0.197
P 0.494 -1.354 -0.673
C -0.932 -2.347 -1.189
C -1.956 -1.782 -1.957
C -3.050 -2.514 -2.366
C -3.115 -3.846 -2.102
C -2.111 -4.473 -1.349
C -1.031 -3.734 -0.933
C 1.171 -2.400 0.586
C 2.497 -2.786 0.387
C 3.202 -3.469 1.378
C 2.602 -3.608 2.625
C 1.261 -3.310 2.811
C 0.535 -2.776 1.774
P 0.550 1.587 -0.256
C -0.774 2.752 -0.779
C -1.357 3.705 0.076
C -2.555 4.334 -0.261
C -3.159 4.067 -1.479
C -2.542 3.200 -2.367
C -1.374 2.541 -2.027
C 1.298 2.621 1.033
C 1.481 2.164 2.334
C 2.211 2.971 3.219
C 2.653 4.240 2.824
C 2.427 4.701 1.545
C 1.798 3.855 0.627
H -6.949 -1.084 0.539
H -5.766 -1.708 1.668
H -5.318 -1.522 -0.068
H -3.798 -0.119 2.625
H -3.434 1.448 2.035
H -2.826 0.257 -0.262
H -2.774 -1.259 0.663
H -0.954 -0.599 2.032
H -1.137 1.081 1.741
H -1.881 -0.718 -2.218
H -3.841 -2.051 -2.969
H -3.955 -4.445 -2.453
H -2.170 -5.542 -1.128
H -0.220 -4.243 -0.439
H 2.990 -2.542 -0.572
H 4.205 -3.817 1.148
H 3.174 -3.995 3.442
H 0.803 -3.442 3.782
H -0.542 -2.601 1.909
H -0.868 3.993 1.030
H -3.060 4.978 0.463
H -4.102 4.534 -1.747
H -2.998 3.085 -3.339
H -0.915 1.859 -2.754
H 1.117 1.156 2.624
H 2.375 2.623 4.238
H 3.198 4.865 3.532
H 2.786 5.680 1.237
H 1.659 4.172 -0.418
O 4.797 0.194 2.171
C 4.370 0.554 1.096
O 3.076 0.273 0.697
C 5.180 1.221 0.017
O 6.397 1.088 0.030
O 4.367 1.774 -0.936
F 4.683 -0.487 -4.765
Te 3.216 -1.337 -3.883
F 2.015 -2.787 -3.375
F 4.097 -2.808 -4.610
F 4.429 -1.806 -2.442
F 2.321 -1.344 -5.539
O 2.444 0.291 -2.915
*
```

Calculated values
HOMO energy (alpha / beta) ... -6.0 / -6.0 eV
Molecular weight ... 863.7 g/mol
HOMO-LUMO gap (alpha / beta) ... 7.01 / 6.64 eV
Energy relative to the best compared isomer or geometry (same formula, charge and spin) ... 0.0 kcal per mole
Expectation value of S² ... 0.7569

Atomic partial charges in e from the Löwdin method, atoms 1 to 6: 0.387 -0.412 0.764 -0.512 -0.238 -0.278

3.
DFT (the ωB97M-V functional and the def2-TZVPD basis) results for a molecular structure, C5H15NS in a non-equilibrium geometry.

The geometry in ORCA input format:
```
! RIJCOSX wB97M-V def2-TZVPD def2/J DEFGRID3
* xyz 0 1
C -0.849 0.655 -1.236
C -1.391 1.541 -2.362
C -2.158 2.722 -1.784
N -0.094 -0.488 -1.819
H -0.163 1.201 -0.583
H -1.664 0.292 -0.590
H -1.998 0.891 -2.998
H -0.547 1.880 -2.972
H -3.009 2.362 -1.196
H -1.489 3.253 -1.099
H -2.512 3.419 -2.543
H 0.316 -0.981 -1.007
H -0.780 -1.136 -2.189
H 1.154 -0.171 0.392
C 2.409 -0.315 2.570
C 1.843 -1.555 1.903
S 0.088 -1.315 1.325
H 1.787 -0.099 3.439
H 2.428 0.561 1.918
H 3.422 -0.531 2.927
H 1.772 -2.387 2.611
H 2.483 -1.905 1.091
*
```

Calculated values
HOMO energy ... -9.0 eV
Molecular weight ... 121.2 g/mol
HOMO-LUMO gap ... 8.42 eV
Energy relative to the best compared isomer or geometry (same formula, charge and spin) ... 51.6 kcal per mole

Atomic partial charges in e from the Löwdin method, atoms 1 to 6: -0.359 -0.274 -0.122 -0.049 0.078 0.095

4.
DFT (the ωB97M-V functional and the def2-TZVPD basis) results for 2 unconnected molecules or ions with the total composition C5H15N6 in a non-equilibrium geometry.

The geometry in ORCA input format:
```
! RIJCOSX wB97M-V def2-TZVPD def2/J DEFGRID3
* xyz 1 1
C -1.187 -1.785 -0.556
C 2.161 2.697 2.570
C -1.151 -2.897 0.364
C 1.165 2.219 1.510
C 0.883 0.660 1.637
N -1.181 -0.979 -1.458
N -0.563 0.153 -1.542
N 0.123 0.744 -0.644
N 0.263 0.177 0.497
N -2.417 -3.013 1.092
N -0.392 0.106 -4.371
H 1.738 2.403 3.561
H 3.222 2.319 2.488
H 2.324 3.908 2.552
H -0.938 -3.827 -0.255
H -0.387 -2.571 1.088
H 1.476 2.246 0.512
H 0.176 2.793 1.365
H 1.859 0.176 1.700
H 0.293 0.523 2.536
H -0.610 0.519 -2.524
H -2.574 -3.811 1.733
H -3.302 -3.179 0.606
H 0.346 -0.367 -4.862
H -0.116 0.955 -4.801
H -1.211 -0.169 -4.797
*
```

Calculated values
HOMO energy (alpha / beta) ... -13.0 / -13.0 eV
Molecular weight ... 159.2 g/mol
HOMO-LUMO gap (alpha / beta) ... 8.37 / 8.37 eV
Energy relative to the best compared isomer or geometry (same formula, charge and spin) ... 119.2 kcal per mole

Atomic partial charges in e from the Löwdin method, atoms 1 to 6: 0.128 -0.124 -0.208 -0.261 -0.220 0.166

5.
DFT (the ωB97M-V functional and the def2-TZVPD basis) results for 3 unconnected molecules or ions with the total composition C4H13NO2 in a non-equilibrium geometry.

The geometry in ORCA input format:
```
! RIJCOSX wB97M-V def2-TZVPD def2/J DEFGRID3
* xyz 0 1
C 2.173 -1.838 -0.599
C 0.798 -1.242 -0.416
C 0.476 -0.848 0.836
N -0.807 -0.566 1.250
C -1.534 0.132 2.318
H 3.049 -1.182 -0.454
H 2.362 -2.646 0.092
H 2.276 -2.235 -1.608
H 0.026 -1.401 -1.159
H 1.318 -0.572 1.469
H -1.473 -1.140 0.762
H -2.452 0.530 1.888
H -1.663 -0.530 3.171
H -0.918 1.001 2.573
O -2.053 1.583 -1.354
H -2.396 2.489 -1.236
H -1.228 1.680 -1.836
O 1.031 1.799 -1.544
H 1.251 1.845 -0.604
H 1.917 1.554 -1.856
*
```

Calculated values
HOMO energy ... -7.2 eV
Molecular weight ... 107.2 g/mol
HOMO-LUMO gap ... 7.98 eV
Energy relative to the best compared isomer or geometry (same formula, charge and spin) ... 41.1 kcal per mole
SMILES ... C/C=C/NC.O.O

Atomic partial charges in e from the Löwdin method, atoms 1 to 6: -0.145 -0.187 -0.203 -0.094 -0.087 0.067

6.
DFT (the ωB97M-V functional and the def2-TZVPD basis) results for a single C4H7FO molecule in a non-equilibrium geometry.

The geometry in ORCA input format:
```
! RIJCOSX wB97M-V def2-TZVPD def2/J DEFGRID3
* xyz 0 1
F 0.496 1.211 -1.244
C 0.900 0.299 -0.330
C 0.204 0.768 1.081
C -1.116 -0.071 0.925
O -0.805 -1.223 0.244
C 0.311 -1.133 -0.614
H 1.979 0.307 -0.307
H -0.103 1.823 1.031
H 0.783 0.397 1.881
H -1.847 0.528 0.413
H -1.573 -0.275 1.948
H 0.949 -1.976 -0.433
H -0.015 -1.099 -1.660
*
```

Calculated values
HOMO energy ... -9.8 eV
Molecular weight ... 90.1 g/mol
HOMO-LUMO gap ... 10.86 eV
Energy relative to the best compared isomer or geometry (same formula, charge and spin) ... 19.2 kcal per mole
SMILES ... F[C@H]1CCOC1

Atomic partial charges in e from the Löwdin method, atoms 1 to 6: -0.004 -0.276 -0.040 -0.242 -0.134 -0.113